This record from the Open Molecules 2025 dataset describes 2 unconnected molecules or ions with the total composition C4H7NO. The level of theory is the ωB97M-V functional and the def2-TZVPD basis.

Calculated values
HOMO level (eV): -8.814
ΔE to the lowest compared entry with this formula, charge and spin (kJ/mol): 242.72
Total energy (Ha): -286.53920
M (g/mol): 85.1
Net charge: 0
Lowest unoccupied orbital energy (Ha): 0.0299
Orbital gap (eV): 9.626

Positions of all 13 atoms, in Å:
C  -0.08302  1.76818  1.63560
C  -0.14875  0.71465  0.55231
C  -0.07330  -0.55290  0.88011
O  0.00728  -1.67885  1.19669
H  -1.06586  2.00724  2.06024
H  0.33916  2.69004  1.23122
H  0.56605  1.44004  2.45401
H  -0.30196  0.92536  -0.50202
C  0.52369  -1.40477  -2.00338
N  -0.71207  -1.11897  -2.02855
H  0.96613  -2.23546  -1.44213
H  1.21858  -0.77919  -2.56740
H  -1.24430  -1.77967  -1.45578

Atom charges from the natural (NBO) analysis, given in e for atoms 1 to 6:
1 C -0.604
2 C -0.556
3 C 0.716
4 O -0.488
5 H 0.212
6 H 0.221

***

This record from the Open Molecules 2025 dataset describes a molecular structure, C22H36CaN5OPS2. The level of theory is the ωB97M-V functional and the def2-TZVPD basis.

Calculated values
HOMO level (eV): -6.894
ΔE to the lowest compared entry with this formula, charge and spin (kJ/mol): 25.34
Total energy (Ha): -3024.46252
M (g/mol): 521.8
Net charge: 0
Lowest unoccupied orbital energy (Ha): 0.0140
Orbital gap (eV): 7.275

Positions of all 68 atoms, in Å:
Ca  0.01760  -0.65855  -0.96884
C  -0.36029  0.66166  -3.82343
N  -0.39356  1.27490  -2.47364
C  -1.72670  1.80043  -2.15174
C  -2.78847  0.71292  -2.11298
N  -2.48276  -0.38720  -1.17092
C  -2.82155  -0.00877  0.21329
C  -3.20442  -1.60574  -1.55117
C  -4.59526  -1.54078  -1.63040
C  -5.34948  -2.63616  -2.00473
C  -4.68969  -3.82359  -2.30810
C  -3.31263  -3.89327  -2.22463
C  -2.51930  -2.79596  -1.83670
S  -0.77108  -3.02217  -1.74530
C  0.67189  2.25393  -2.32548
C  0.41236  3.61943  -2.41061
C  1.42968  4.55164  -2.26483
C  2.72610  4.10873  -2.04926
C  2.99089  2.75058  -1.97158
C  1.98332  1.78554  -2.09492
S  2.38270  0.07007  -1.97205
H  -0.75357  1.35900  -4.57230
H  -0.94025  -0.26319  -3.84745
H  0.66673  0.41131  -4.06894
H  -2.06225  2.54015  -2.88721
H  -1.66180  2.31271  -1.18946
H  -2.90453  0.27680  -3.10157
H  -3.74428  1.18811  -1.86525
H  -3.87892  0.25160  0.31752
H  -2.22448  0.84754  0.53828
H  -2.60213  -0.84735  0.87271
H  -5.09997  -0.60791  -1.39852
H  -6.42790  -2.56443  -2.05978
H  -5.25533  -4.69696  -2.61167
H  -2.79725  -4.81674  -2.45760
H  -0.59504  3.97541  -2.58628
H  1.20569  5.60856  -2.32794
H  3.53382  4.82258  -1.94166
H  4.00078  2.39810  -1.80294
C  2.07846  -2.29797  4.06289
N  1.08736  -1.75438  3.14483
C  -0.29105  -2.01491  3.55523
P  1.38487  -0.51650  2.09220
O  0.23245  -0.47931  1.12203
N  1.50161  0.95914  2.81529
C  0.44562  1.95860  2.69572
C  2.30865  1.08464  4.02260
N  2.88995  -0.82736  1.55207
C  3.88785  0.19318  1.24091
C  3.15316  -2.12372  0.91935
H  1.95758  -3.38144  4.12794
H  1.96329  -1.88655  5.07172
H  3.08489  -2.08643  3.71266
H  -0.45411  -3.09101  3.64095
H  -0.98416  -1.62821  2.81477
H  -0.51503  -1.55859  4.52651
H  -0.13296  1.78992  1.79436
H  0.88935  2.95486  2.63911
H  -0.23031  1.93239  3.55748
H  3.10782  0.34512  4.03300
H  1.70510  0.95670  4.92793
H  2.76849  2.07413  4.05710
H  3.53040  1.17701  1.52998
H  4.07935  0.20434  0.16778
H  4.81534  -0.02311  1.78021
H  2.30341  -2.79390  1.03290
H  4.02486  -2.60104  1.37472
H  3.34908  -1.97850  -0.14417

Atom charges from the natural (NBO) analysis, given in e for atoms 1 to 6:
1 Ca 1.724
2 C -0.442
3 N -0.550
4 C -0.239
5 C -0.221
6 N -0.533